A | 20
Properties=species:S:1:pos:R:3 method="wB97M-V/def2-TZVPD" smiles="CN(N)C(=O)O.CC" gap_ev=10.415
C 1.799 0.895 -1.322
N 1.202 0.018 -0.330
N 1.286 -1.370 -0.523
C 0.955 0.488 0.964
O 1.031 1.660 1.253
O 0.981 -0.505 1.880
H 1.194 0.851 -2.231
H 1.791 1.908 -0.928
H 2.824 0.595 -1.554
H 0.726 -1.624 -1.334
H 2.247 -1.676 -0.656
H 0.870 -0.102 2.752
C -1.852 0.116 -0.398
C -2.381 -0.372 0.944
H -1.568 -0.733 -1.021
H -2.669 0.559 -0.971
H -0.865 0.723 -0.388
H -3.203 -1.075 0.807
H -2.794 0.452 1.526
H -1.573 -0.808 1.529

B | 20
Properties=species:S:1:pos:R:3 method="wB97M-V/def2-TZVPD" gap_ev=9.043
C 1.723 1.503 0.004
N 1.645 0.093 0.304
C 1.092 -0.808 -0.558
O 1.370 -0.128 1.670
O 0.606 -1.893 -0.169
H 1.759 -1.001 1.840
H 1.271 -0.592 -1.609
H 1.932 1.631 -1.057
H 2.526 1.945 0.593
H 0.776 1.991 0.252
C -1.560 -0.993 1.080
C -1.183 0.331 -1.403
N -1.459 0.260 0.514
H -2.386 0.651 0.371
H -2.487 -1.557 0.924
H -1.132 -1.034 2.083
H -0.608 -1.637 0.559
H -1.685 1.293 -1.459
H -1.827 -0.448 -1.816
H -0.373 0.396 -2.124

C | 20
Properties=species:S:1:pos:R:3 method="wB97M-V/def2-TZVPD" smiles="CCCNC(N)=O.O" gap_ev=10.612
C 1.610 -0.260 -2.387
C 0.612 -0.166 -1.215
C 1.190 0.348 0.090
N 0.396 0.141 1.270
C -0.829 0.813 1.484
N -1.363 1.555 0.475
O -1.410 0.664 2.548
H 1.019 0.033 -3.317
H 2.408 0.455 -2.255
H 1.902 -1.300 -2.554
H 0.090 -1.134 -1.067
H -0.274 0.379 -1.590
H 2.143 -0.266 0.220
H 1.652 1.340 -0.049
H 0.866 0.150 2.158
H -0.782 1.704 -0.336
H -2.346 1.726 0.545
O -2.177 -2.470 1.971
H -2.776 -1.956 1.416
H -1.933 -1.756 2.593

D | 20
Properties=species:S:1:pos:R:3 method="wB97M-V/def2-TZVPD" smiles="C[C@H](N)CNC=O.O" gap_ev=9.017
C -0.763 -1.385 -0.800
C -1.114 -0.680 0.498
N -2.498 -0.764 0.885
C -0.737 0.814 0.448
N 0.624 1.091 0.052
C 1.631 0.678 0.875
O 1.477 0.292 2.017
H -1.205 -0.866 -1.656
H -1.024 -2.417 -0.806
H 0.274 -1.272 -0.986
H -0.409 -1.065 1.236
H -3.100 -0.999 0.113
H -2.755 -1.237 1.732
H -0.734 1.258 1.437
H -1.382 1.307 -0.274
H 0.910 0.948 -0.915
H 2.624 0.801 0.417
O 1.336 0.280 -2.824
H 0.956 -0.536 -3.181
H 1.833 0.617 -3.583

Q: What are the energies relative to the best structure? A: A 113.0; B 589.2; C 0.0; D 30.2, in kJ/mol.

A | 20
Properties=species:S:1:pos:R:3 method="wB97M-V/def2-TZVPD" smiles="CCNCC(N)=O.O" gap_ev=10.241
C -2.032 -1.606 0.792
C -1.445 -0.494 -0.079
N -0.087 -0.117 0.367
C 0.150 1.334 0.404
C 1.597 1.496 0.814
N 2.507 1.445 -0.192
O 1.921 1.617 1.980
H -1.689 -1.505 1.810
H -3.119 -1.512 0.754
H -1.820 -2.614 0.438
H -1.361 -0.797 -1.117
H -2.068 0.366 -0.056
H 0.075 -0.476 1.297
H -0.012 1.725 -0.592
H -0.543 1.817 1.080
H 2.218 1.237 -1.131
H 3.460 1.326 0.105
O 0.958 -1.078 -2.531
H 1.281 -0.990 -1.618
H 0.008 -1.174 -2.524

B | 20
Properties=species:S:1:pos:R:3 method="wB97M-V/def2-TZVPD" smiles=CN[C@@](C)(O)[C@H](N)O gap_ev=8.347
C 2.247 -0.895 -0.490
N 1.318 0.213 -0.453
C -0.460 0.052 -0.372
C -1.036 1.131 -1.255
O -0.743 -1.227 -0.813
C -0.567 0.238 1.120
N -1.459 -0.653 1.818
O -0.803 1.568 1.546
H 2.894 -0.840 -1.376
H 1.743 -1.866 -0.524
H 2.894 -0.915 0.396
H 1.752 1.133 -0.394
H -0.682 2.119 -0.959
H -0.764 0.968 -2.302
H -2.129 1.123 -1.173
H -0.398 -1.294 -1.718
H 0.641 0.043 1.194
H -1.689 -1.465 1.251
H -1.028 -0.993 2.672
H -1.731 1.562 1.832

C | 20
Properties=species:S:1:pos:R:3 method="wB97M-V/def2-TZVPD" smiles="CCC(=O)NCN.O" gap_ev=10.267
C -0.090 -1.336 -1.228
C -1.327 -0.422 -1.083
C -1.396 0.131 0.365
O -2.068 -0.336 1.266
N -0.723 1.307 0.609
C 0.174 2.031 -0.265
N 1.523 1.866 0.311
H 0.201 -1.378 -2.276
H 0.677 -0.888 -0.611
H -0.394 -2.290 -0.801
H -1.435 0.513 -1.635
H -2.221 -1.011 -1.270
H -0.920 1.787 1.478
H 0.156 1.921 -1.359
H -0.017 3.103 -0.237
H 1.642 0.883 0.501
H 2.289 2.273 -0.213
O 1.363 -2.881 1.783
H 2.009 -2.717 2.482
H 0.559 -2.555 2.183

Q: What are the energies relative to the best structure? A: A 0.0; B 255.9; C 40.6, in kJ/mol.

A | 20
Properties=species:S:1:pos:R:3 method="wB97M-V/def2-TZVPD" smiles="CC(=O)NN.CCO" gap_ev=9.217
C 1.586 -1.147 -0.468
C 1.102 0.021 0.342
O 1.010 0.061 1.560
N 1.032 1.273 -0.479
N 1.037 2.502 0.232
H 2.676 -1.096 -0.541
H 1.167 -1.135 -1.476
H 1.291 -2.076 0.019
H 1.634 1.305 -1.301
H 0.063 2.707 0.458
H 1.474 2.332 1.142
C -1.669 -1.477 -0.060
C -1.476 0.016 -0.233
O -1.939 0.717 0.916
H -1.312 -2.031 -0.932
H -2.726 -1.722 0.088
H -1.151 -1.833 0.836
H -2.089 0.361 -1.077
H -0.425 0.676 -0.643
H -1.285 0.546 1.617

B | 20
Properties=species:S:1:pos:R:3 method="wB97M-V/def2-TZVPD" smiles="CC(C)NC(N)=O.O" gap_ev=9.799
C 0.493 -0.745 -2.304
C 0.470 -0.964 -0.704
C -0.595 -2.054 -0.452
N 0.411 0.268 0.145
C -0.142 1.410 -0.292
N -0.771 2.211 0.698
O -0.156 1.817 -1.465
H 0.879 -1.632 -2.840
H -0.524 -0.668 -2.544
H 1.165 0.087 -2.594
H 1.425 -1.515 -0.523
H -0.577 -2.286 0.598
H -0.455 -3.017 -0.915
H -1.628 -1.817 -0.562
H 0.346 0.052 1.171
H -0.868 1.908 1.613
H -1.285 3.037 0.335
O 0.352 -1.112 3.387
H 0.015 -1.929 3.424
H 1.103 -1.102 4.069

Q: What are the energies relative to the best structure? A: A 223.7; B 0.0, in kJ/mol.